DFT (ωB97M-V/def2-TZVPD) results for a molecular structure, C25H18Co2O10S.

```
56
Properties=species:S:1:pos:R:3
C -1.314 -2.317 1.434
H -1.393 0.742 3.134
C -2.361 -1.473 6.184
H -5.273 1.304 -2.888
C 1.164 -3.805 3.811
C 2.088 0.648 2.608
C -3.268 0.656 -2.722
C 1.197 -2.473 3.680
H 1.027 0.223 -6.059
H -4.017 -0.114 6.454
O 4.231 -2.556 2.253
O 3.805 -0.721 5.603
C -4.285 1.767 -2.820
C 3.055 -0.777 4.727
H -4.108 2.359 -3.726
C 1.912 1.908 -7.042
Co 0.273 -1.623 1.561
O 1.868 -3.520 0.000
H 0.526 1.534 -1.403
H 3.256 4.619 -5.496
H 0.231 -4.327 4.028
O -1.981 1.244 -2.404
C 1.833 1.641 -4.629
C 2.431 2.899 -4.489
C -3.138 -0.356 5.856
C -2.805 0.437 4.751
C 0.298 -1.368 3.543
C -0.997 0.290 -2.420
O 2.802 0.728 -2.372
H 2.626 3.295 -3.495
C 2.562 3.138 -6.905
C 1.266 -2.731 0.598
C 3.315 -1.929 2.576
H 1.693 1.506 -8.031
O 2.269 1.732 2.251
H -2.622 -2.107 7.034
H 2.866 3.710 -7.788
H -0.636 -2.669 5.665
H -4.259 2.425 -1.942
O -2.383 -2.744 1.419
H 2.102 -4.352 3.815
O 1.422 -0.712 -3.947
H -3.546 -0.079 -1.952
S 1.646 0.512 -3.218
C -1.244 -1.797 5.415
C 0.323 0.888 -2.229
O -0.316 0.988 0.458
C 1.533 1.173 -5.916
C -1.686 0.120 3.983
C 2.791 3.640 -5.621
Co 2.024 -0.999 3.285
C -0.012 -0.071 0.820
O -1.264 -0.903 -2.512
H -3.203 0.114 -3.679
C -0.898 -1.011 4.299
H -3.421 1.292 4.462
```

Summary:
HOMO-LUMO gap   5.89 eV
Charge   -2
Relative energy (zero: lowest compared OMol25 entry of this formula, charge and spin)   0.0 kcal/mol